The following is a DFT calculation (ωB97M-V/def2-TZVPD) of a structure of composition C43H37HoN9O6S2.

Results
* 2S+1: 5
* charge: +1
* HOMO-LUMO gap (alpha / beta): 6.2 / 6.2 eV

Positions of all 98 atoms, in Å:
Ho1 0.095 -0.180 0.145
C1 -0.841 5.542 1.093
C2 -0.659 4.397 0.333
C3 -0.438 3.173 0.943
C4 -0.413 3.097 2.322
C5 -0.593 4.231 3.096
C6 -0.803 5.453 2.479
N1 -0.381 0.728 2.486
N2 -0.406 -0.092 3.397
C7 -0.459 -1.464 3.087
C8 -0.507 -2.305 4.189
C9 -0.539 -3.670 3.987
C10 -0.531 -4.152 2.686
C11 -0.482 -3.241 1.649
N3 -0.442 -1.921 1.831
H1 -1.030 6.491 0.610
H2 -0.701 4.446 -0.748
H3 -0.288 2.310 0.320
H4 -0.582 4.131 4.174
H5 -0.954 6.338 3.083
H6 -0.525 -1.862 5.175
H7 -0.571 -4.350 4.828
H8 -0.562 -5.211 2.472
H9 -0.488 -3.579 0.621
C12 3.187 4.195 2.044
O1 2.502 2.936 2.017
C13 2.636 2.097 1.001
O2 1.893 1.120 0.951
N4 3.598 2.367 0.098
N5 3.802 1.500 -0.973
H10 2.771 4.731 2.890
H11 2.996 4.759 1.131
H12 4.258 4.055 2.201
H13 4.271 3.091 0.285
H14 4.591 0.891 -0.804
H15 3.918 2.021 -1.832
O3 -0.205 1.948 3.081
S1 -2.797 1.281 1.462
O4 -3.595 2.429 0.974
N6 -2.209 0.267 0.317
C14 -2.939 -0.035 -0.831
C15 -4.095 0.590 -1.253
C16 -4.746 0.202 -2.440
C17 -4.277 -0.823 -3.205
C18 -3.119 -1.513 -2.790
C19 -2.621 -2.633 -3.484
C20 -1.537 -3.309 -3.002
C21 -0.911 -2.831 -1.846
N7 -1.309 -1.767 -1.177
C22 -2.434 -1.117 -1.618
C23 -3.978 0.221 2.326
C24 -4.961 0.850 3.079
C25 -5.808 0.082 3.867
C26 -5.666 -1.299 3.904
C27 -4.691 -1.921 3.136
C28 -3.838 -1.161 2.345
H16 -4.492 1.406 -0.668
H17 -5.641 0.733 -2.738
H18 -4.782 -1.129 -4.113
H19 -3.121 -2.957 -4.390
H20 -1.145 -4.186 -3.498
H21 -0.037 -3.347 -1.468
H22 -5.067 1.926 3.023
H23 -6.580 0.564 4.454
H24 -6.323 -1.892 4.527
H25 -4.597 -3.001 3.148
H26 -3.091 -1.631 1.717
O5 -0.100 -0.387 -3.709
S2 0.675 0.272 -2.701
O6 -0.054 1.175 -1.778
N8 1.425 -0.653 -1.666
C29 2.035 -1.882 -1.842
C30 2.199 -2.594 -3.006
C31 2.907 -3.816 -3.009
C32 3.457 -4.326 -1.868
C33 3.270 -3.644 -0.642
C34 3.789 -4.099 0.592
C35 3.539 -3.396 1.735
C36 2.718 -2.256 1.665
N9 2.206 -1.804 0.546
C37 2.520 -2.451 -0.619
C38 1.896 1.275 -3.492
C39 1.752 2.654 -3.463
C40 2.725 3.448 -4.057
C41 3.824 2.860 -4.668
C42 3.956 1.475 -4.693
C43 2.989 0.674 -4.105
H27 1.756 -2.225 -3.923
H28 3.020 -4.351 -3.944
H29 4.021 -5.250 -1.883
H30 4.380 -5.007 0.614
H31 3.937 -3.711 2.690
H32 2.459 -1.713 2.569
H33 0.889 3.091 -2.978
H34 2.622 4.525 -4.046
H35 4.577 3.481 -5.137
H36 4.810 1.017 -5.173
H37 3.092 -0.403 -4.117

These are the Löwdin partial charges, in e, on atoms 1 to 4: number 1, Ho, carries 1.5449; number 2, C, carries -0.0704; number 3, C, carries -0.0469; number 4, C, carries -0.0779

The following is a DFT calculation (ωB97M-V/def2-TZVPD) of a structure of composition C43H37N7O6RuS2.

Results
* 2S+1: 2
* charge: +1
* HOMO-LUMO gap (alpha / beta): 6.2 / 4.4 eV

Positions of all 96 atoms, in Å:
Ru1 0.152 -0.931 1.436
C1 -1.898 1.533 4.527
O1 -2.109 0.097 4.749
C2 -1.442 -0.490 3.762
N1 -0.968 0.238 2.821
C3 -1.443 1.615 3.061
C4 -0.434 2.685 2.748
C5 0.932 2.443 2.817
C6 1.831 3.454 2.502
C7 1.371 4.708 2.130
C8 0.005 4.959 2.077
C9 -0.894 3.947 2.382
C10 -1.257 -1.954 3.726
C11 -1.711 -2.890 4.635
C12 -1.394 -4.227 4.417
C13 -0.618 -4.590 3.322
C14 -0.199 -3.593 2.460
N2 -0.538 -2.309 2.650
C15 0.716 -3.713 1.309
N3 1.026 -2.667 0.632
C16 2.174 -3.029 -0.218
C17 2.162 -4.570 -0.135
O2 1.313 -4.861 1.023
C18 2.144 -2.481 -1.620
C19 1.066 -1.771 -2.125
C20 1.102 -1.275 -3.422
C21 2.212 -1.489 -4.223
C22 3.294 -2.203 -3.723
C23 3.261 -2.691 -2.427
H1 -1.120 1.861 5.216
H2 -2.835 2.039 4.735
H3 -2.309 1.762 2.405
H4 1.297 1.468 3.109
H5 2.893 3.255 2.556
H6 2.074 5.493 1.886
H7 -0.359 5.937 1.794
H8 -1.960 4.138 2.319
H9 -2.286 -2.576 5.494
H10 -1.735 -4.983 5.111
H11 -0.324 -5.615 3.148
H12 3.058 -2.628 0.293
H13 3.134 -5.011 0.063
H14 1.705 -5.030 -1.010
H15 0.204 -1.587 -1.501
H16 0.257 -0.718 -3.807
H17 2.238 -1.103 -5.234
H18 4.166 -2.374 -4.341
H19 4.117 -3.231 -2.038
S1 4.263 -0.146 3.765
C24 2.853 -0.539 3.066
N4 1.839 -0.776 2.530
C25 4.714 5.241 -2.471
C26 4.024 4.085 -1.807
C27 4.740 2.965 -1.405
C28 4.115 1.879 -0.811
C29 4.960 0.700 -0.398
C30 2.715 1.925 -0.626
C31 2.105 0.770 -0.013
O3 0.896 0.621 0.198
C32 1.973 3.066 -1.005
C33 0.497 3.196 -0.761
C34 2.647 4.120 -1.592
H20 5.791 5.198 -2.327
H21 4.348 6.192 -2.082
H22 4.518 5.231 -3.545
H23 5.813 2.940 -1.549
H24 6.013 0.942 -0.528
H25 4.748 -0.177 -1.017
H26 4.819 0.412 0.645
H27 2.777 -0.026 0.315
H28 -0.063 2.411 -1.272
H29 0.149 4.166 -1.115
H30 0.274 3.109 0.306
H31 2.089 5.002 -1.885
O4 -6.560 -4.731 -3.068
S2 -7.175 -3.869 -4.022
O5 -8.589 -3.691 -4.004
O6 -6.457 -3.608 -5.259
C35 -6.531 -1.949 -3.435
N5 -7.299 -0.988 -3.820
C36 -6.928 0.201 -3.335
C37 -5.808 0.338 -2.521
C38 -5.075 -0.806 -2.235
N6 -5.459 -1.996 -2.729
C39 -3.845 -0.826 -1.387
C40 -3.312 -2.047 -0.997
C41 -2.173 -2.056 -0.215
N7 -1.560 -0.939 0.190
C42 -2.071 0.239 -0.194
C43 -3.203 0.339 -0.979
H32 -7.537 1.053 -3.607
H33 -5.535 1.311 -2.145
H34 -3.773 -2.974 -1.304
H35 -1.723 -2.990 0.094
H36 -1.525 1.119 0.124
H37 -3.548 1.322 -1.264

These are the Löwdin partial charges, in e, on atoms 1 to 4: number 1, Ru, carries 1.1462; number 2, C, carries -0.0186; number 3, O, carries 0.0551; number 4, C, carries -0.2961

The following is a DFT calculation (ωB97M-V/def2-TZVPD) of a structure of composition C43H38As2CrIN4O.

Results
* 2S+1: 4
* charge: +2
* HOMO-LUMO gap (alpha / beta): 6.0 / 6.5 eV

Positions of all 90 atoms, in Å:
Cr1 1.930 0.549 -0.528
O1 4.306 -2.606 -1.067
C1 3.631 -1.619 -1.211
N1 3.118 -0.857 -0.187
C2 3.437 -1.277 1.166
C3 2.638 -0.435 2.107
C4 2.770 -0.538 3.479
C5 1.982 0.252 4.295
C6 1.074 1.130 3.715
C7 0.995 1.194 2.345
N2 1.772 0.433 1.546
C8 3.256 -1.074 -2.555
C9 3.649 -1.711 -3.709
C10 3.279 -1.161 -4.926
C11 2.541 0.014 -4.928
C12 2.179 0.587 -3.726
N3 2.521 0.056 -2.541
H1 4.508 -1.186 1.371
H2 3.188 -2.334 1.303
H3 3.482 -1.241 3.890
H4 2.068 0.182 5.372
H5 0.431 1.760 4.313
H6 0.295 1.857 1.859
H7 4.232 -2.618 -3.622
H8 3.561 -1.637 -5.856
H9 2.239 0.490 -5.850
H10 1.594 1.494 -3.708
C13 -0.451 -0.743 -1.416
C14 -1.586 -1.457 -0.693
As1 -1.318 -1.369 1.265
C15 -3.147 -1.564 1.905
C16 -3.302 -2.037 3.207
C17 -4.565 -2.158 3.767
C18 -5.689 -1.798 3.034
C19 -5.543 -1.318 1.743
C20 -4.276 -1.198 1.179
C21 -0.685 -3.179 1.568
C22 0.396 -3.342 2.430
C23 0.881 -4.613 2.724
C24 0.283 -5.726 2.153
C25 -0.805 -5.571 1.299
C26 -1.290 -4.305 1.012
As2 -0.519 1.207 -1.745
C27 -2.125 1.343 -2.803
C28 -2.580 0.272 -3.562
C29 -3.760 0.401 -4.284
C30 -4.463 1.597 -4.261
C31 -3.985 2.672 -3.523
C32 -2.813 2.551 -2.791
C33 -1.064 2.103 -0.115
C34 -0.371 3.274 0.188
C35 -0.767 4.072 1.259
C36 -1.849 3.688 2.035
C37 -2.560 2.528 1.724
C38 -2.186 1.755 0.639
H11 -0.294 -1.118 -2.432
H12 0.492 -1.019 -0.900
H13 -1.575 -2.508 -0.976
H14 -2.555 -1.054 -0.978
H15 -2.433 -2.331 3.786
H16 -4.673 -2.537 4.775
H17 -6.675 -1.895 3.470
H18 -6.416 -1.044 1.164
H19 -4.199 -0.825 0.165
H20 0.855 -2.470 2.888
H21 1.714 -4.735 3.404
H22 0.656 -6.717 2.378
H23 -1.283 -6.442 0.870
H24 -2.157 -4.203 0.369
H25 -2.031 -0.659 -3.609
H26 -4.127 -0.436 -4.863
H27 -5.382 1.693 -4.823
H28 -4.526 3.610 -3.516
H29 -2.453 3.392 -2.211
H30 0.467 3.589 -0.426
H31 -0.239 4.993 1.475
H32 -2.160 4.303 2.870
H33 -3.418 2.238 2.317
H34 -2.788 0.898 0.368
I1 3.761 5.394 -3.175
C39 3.893 4.144 -1.532
C40 4.769 4.392 -0.483
C41 4.803 3.510 0.585
C42 3.970 2.412 0.586
N4 3.123 2.173 -0.427
C43 3.090 3.024 -1.469
H35 5.414 5.262 -0.499
H36 5.476 3.666 1.417
H37 3.973 1.709 1.405
H38 2.388 2.803 -2.259

These are the Löwdin partial charges, in e, on atoms 1 to 4: number 1, Cr, carries 0.7975; number 2, O, carries 0.1413; number 3, C, carries -0.4487; number 4, N, carries -0.0825

Q: What is the formula in the second record?
A: C43H37N7O6RuS2